A structure of composition C33H66CrN5PSSb. Source: the Open Molecules 2025 dataset; level of theory: ωB97M-V/def2-TZVPD.

Values from the calculation:
Energy above the lowest of the compared OMol25 structures with the same formula, charge and spin: 49.1 kJ/mol
Highest occupied orbital energy (alpha / beta): -13.521 / -13.452 eV
LUMO level (alpha / beta): -5.96 / -5.55 eV
Total charge: +2
Kohn-Sham gap (alpha / beta): 7.56 / 7.91 eV
2S+1: 2
E: -97811.5897 eV

Last column: Löwdin charge in e.
Geometry (Å):
Cr  -0.21  -0.23  -0.26  0.362
C  0.97  -2.85  -2.06  -0.015
C  1.52  -1.96  -0.96  -0.224
C  2.62  -1.12  -1.21  -0.192
C  3.11  -0.94  -2.63  -0.027
C  3.29  -0.51  -0.15  -0.179
C  4.50  0.36  -0.35  -0.017
C  2.83  -0.71  1.16  -0.195
C  3.52  -0.01  2.30  -0.026
C  1.77  -1.58  1.43  -0.205
C  1.49  -1.94  2.87  -0.026
C  1.08  -2.19  0.36  -0.278
C  0.08  -3.30  0.61  -0.051
H  -0.04  -2.58  -2.36  0.052
H  0.94  -3.89  -1.71  0.099
H  1.60  -2.84  -2.94  0.084
H  3.79  -1.75  -2.92  0.117
H  3.66  -0.02  -2.78  0.073
H  2.29  -0.95  -3.34  0.054
H  4.29  1.41  -0.12  0.088
H  4.91  0.31  -1.36  0.072
H  5.30  0.06  0.33  0.100
H  3.87  0.98  2.01  0.080
H  4.39  -0.57  2.64  0.115
H  2.85  0.12  3.15  0.077
H  0.97  -1.13  3.40  0.085
H  2.43  -2.10  3.40  0.103
H  0.91  -2.85  2.97  0.076
H  0.59  -4.26  0.69  0.118
H  -0.64  -3.39  -0.21  0.073
H  -0.49  -3.16  1.52  0.032
C  2.23  4.25  -2.39  0.029
C  1.68  3.93  -1.05  -0.293
N  1.57  4.74  -0.05  0.169
N  1.01  3.98  0.95  0.074
C  0.80  2.72  0.59  -0.657
S  0.13  1.43  1.47  0.751
N  1.22  2.68  -0.68  -0.051
N  1.10  1.51  -1.43  0.116
H  2.44  5.31  -2.44  0.104
H  1.51  4.00  -3.18  0.070
H  3.15  3.70  -2.58  0.098
H  0.82  4.40  1.85  0.176
H  0.37  1.60  -2.13  0.045
H  2.00  1.27  -1.85  0.108
C  -4.31  1.04  -1.28  -0.082
C  -3.30  1.69  -2.24  -0.580
C  -2.48  2.66  -1.36  -0.078
C  -4.07  2.48  -3.31  -0.054
P  -2.15  0.38  -2.92  1.001
N  -1.11  0.01  -1.73  -0.325
C  -1.19  1.07  -4.40  -0.575
C  -0.69  2.50  -4.14  -0.083
C  -2.01  1.12  -5.70  -0.058
C  0.06  0.18  -4.62  -0.079
C  -3.07  -1.16  -3.48  -0.586
C  -2.20  -2.04  -4.39  -0.067
C  -3.37  -2.00  -2.24  -0.093
C  -4.40  -0.86  -4.19  -0.055
H  -4.85  1.83  -0.77  0.105
H  -3.81  0.44  -0.52  0.022
H  -5.05  0.42  -1.79  0.075
H  -3.18  3.38  -0.92  0.106
H  -1.74  3.24  -1.91  0.064
H  -1.99  2.14  -0.54  0.032
H  -4.79  3.12  -2.80  0.103
H  -4.62  1.84  -3.99  0.074
H  -3.43  3.13  -3.90  0.070
H  -1.46  3.19  -3.84  0.063
H  -0.27  2.86  -5.08  0.108
H  0.13  2.53  -3.41  0.034
H  -2.82  1.84  -5.66  0.081
H  -2.42  0.16  -6.00  0.061
H  -1.33  1.44  -6.50  0.104
H  0.42  -0.24  -3.68  0.035
H  0.85  0.80  -5.04  0.101
H  -0.12  -0.63  -5.31  0.084
H  -1.21  -2.22  -3.96  0.060
H  -2.07  -1.64  -5.39  0.071
H  -2.70  -3.00  -4.48  0.103
H  -2.46  -2.27  -1.70  0.059
H  -3.86  -2.93  -2.58  0.108
H  -4.05  -1.51  -1.56  0.042
H  -4.32  -0.15  -5.01  0.068
H  -5.17  -0.50  -3.51  0.073
H  -4.77  -1.79  -4.62  0.105
C  -5.03  -2.34  2.39  -0.153
C  -4.25  -1.87  1.17  -0.401
Sb  -2.39  -0.87  1.58  1.449
C  -3.06  1.01  2.35  -0.438
C  -4.54  1.11  2.73  -0.157
C  -1.93  -1.96  3.37  -0.404
C  -2.54  -1.37  4.64  -0.151
H  -5.94  -2.85  2.06  0.086
H  -5.35  -1.52  3.04  0.052
H  -4.47  -3.05  3.00  0.066
H  -4.84  -1.19  0.56  0.033
H  -3.99  -2.72  0.54  0.047
H  -2.81  1.74  1.58  0.007
H  -2.42  1.23  3.21  0.039
H  -5.20  0.82  1.91  0.064
H  -4.79  2.14  3.00  0.083
H  -4.78  0.49  3.59  0.056
H  -0.85  -2.01  3.46  -0.003
H  -2.29  -2.97  3.17  0.057
H  -2.12  -0.39  4.88  0.070
H  -2.34  -2.03  5.49  0.085
H  -3.62  -1.26  4.57  0.051

An isolated molecule of C9H17O6P. Source: the Open Molecules 2025 dataset; level of theory: ωB97M-V/def2-TZVPD.

Values from the calculation:
Energy above the lowest of the compared OMol25 structures with the same formula, charge and spin: 162.1 kJ/mol
SMILES: C=CC(=O)OCCCCCCOP(=O)(O)O
Highest occupied orbital energy: -9.711 eV
LUMO level: 0.00 eV
Kohn-Sham gap: 9.71 eV
2S+1: 1
E: -31183.5619 eV

Last column: natural (NBO) charge in e.
Geometry (Å):
C  3.98  0.49  1.52  -0.345
C  4.08  -0.10  0.32  -0.293
C  2.95  -0.80  -0.37  0.759
O  2.48  -1.82  0.09  -0.567
O  2.55  -0.22  -1.53  -0.503
C  1.20  -0.53  -1.89  -0.074
C  0.18  -0.05  -0.87  -0.433
C  0.11  1.47  -0.74  -0.397
C  -1.17  1.99  -0.07  -0.397
C  -1.41  1.46  1.35  -0.423
C  -2.07  0.06  1.44  -0.075
O  -2.83  -0.25  0.26  -0.815
P  -3.15  -1.79  -0.02  2.528
O  -4.43  -2.26  0.50  -1.079
O  -1.94  -2.71  0.46  -0.972
O  -3.18  -1.88  -1.62  -0.967
H  4.73  0.29  2.27  0.207
H  3.21  1.20  1.79  0.199
H  5.02  -0.08  -0.24  0.234
H  1.05  -1.60  -2.03  0.196
H  1.01  -0.02  -2.84  0.196
H  -0.79  -0.39  -1.24  0.188
H  0.35  -0.49  0.11  0.207
H  0.12  1.87  -1.75  0.202
H  0.99  1.88  -0.26  0.204
H  -2.02  1.87  -0.73  0.216
H  -1.02  3.06  0.03  0.214
H  -0.44  1.38  1.83  0.204
H  -1.99  2.17  1.93  0.217
H  -1.28  -0.66  1.66  0.173
H  -2.74  0.08  2.29  0.202
H  -1.08  -2.30  0.35  0.502
H  -2.49  -1.33  -2.00  0.489

A structure of composition H28O14. Source: the Open Molecules 2025 dataset; level of theory: ωB97M-V/def2-TZVPD.

Values from the calculation:
Energy above the lowest of the compared OMol25 structures with the same formula, charge and spin: 894.9 kJ/mol
Highest occupied orbital energy: -9.694 eV
LUMO level: -0.43 eV
Kohn-Sham gap: 9.26 eV
2S+1: 1
E: -29112.3765 eV

Last column: natural (NBO) charge in e.
Geometry (Å):
O  -2.76  0.25  1.40  -0.939
H  -3.39  0.94  1.58  0.478
H  -2.37  0.65  0.63  0.508
O  -1.07  0.26  -3.41  -1.051
H  -0.86  -0.65  -2.83  0.518
H  -0.42  0.93  -3.62  0.505
O  0.18  -0.02  -0.24  -0.930
H  0.21  0.81  0.02  0.486
H  0.70  -0.38  0.47  0.476
O  -2.20  -2.45  0.96  -0.947
H  -2.63  -1.57  1.32  0.486
H  -1.50  -2.37  0.60  0.442
O  1.09  -1.00  1.78  -0.937
H  1.45  -1.92  1.57  0.532
H  1.92  -0.32  1.72  0.494
O  -0.96  1.44  2.42  -0.951
H  -1.67  2.17  2.81  0.473
H  -1.53  0.81  2.21  0.482
O  0.95  2.84  -2.87  -0.977
H  1.52  3.61  -3.00  0.471
H  1.43  2.37  -2.12  0.497
O  -0.51  -1.21  4.00  -0.963
H  0.24  -0.97  3.32  0.488
H  -0.66  -2.05  3.98  0.454
O  2.31  1.34  -0.60  -0.959
H  1.90  1.78  0.13  0.493
H  2.25  0.41  -0.30  0.439
O  0.26  -1.70  -1.96  -0.878
H  1.04  -1.46  -2.45  0.492
H  0.18  -0.99  -1.24  0.514
O  -0.20  -3.12  -0.65  -1.042
H  0.65  -3.79  -0.57  0.432
H  -0.06  -2.45  -1.36  0.424
O  3.04  -2.02  -0.99  -0.929
H  2.61  -2.63  -1.58  0.477
H  2.74  -1.13  -1.25  0.456
O  -2.38  1.54  -1.26  -0.960
H  -2.09  1.02  -1.93  0.495
H  -2.09  2.35  -1.39  0.464
O  1.03  2.78  1.20  -1.037
H  1.45  3.54  1.78  0.502
H  0.23  2.37  1.70  0.523